# 1
Formula: C5H12O2
Source: the OMol25 dataset
Level of theory: ωB97M-V/def2-TZVPD

```
19
Properties=species:S:1:pos:R:3:nbo_charge:R:1
C 2.633 0.431 1.539 -0.600
C 1.156 0.191 1.219 -0.514
C 1.141 -0.431 -0.154 0.444
O 1.158 -1.621 -0.361 -0.536
H 3.177 -0.514 1.455 0.217
H 3.066 1.139 0.823 0.206
H 2.770 0.831 2.545 0.221
H 0.696 -0.496 1.937 0.227
H 0.595 1.134 1.229 0.218
H 1.180 0.293 -0.999 0.107
C -1.863 -0.306 -1.909 -0.644
C -1.634 0.144 -0.474 -0.063
O -2.821 0.388 0.249 -0.713
H -2.198 -1.349 -1.938 0.205
H -2.619 0.325 -2.385 0.214
H -0.938 -0.248 -2.493 0.219
H -1.035 -0.616 0.038 0.165
H -1.076 1.088 -0.456 0.165
H -3.386 -0.385 0.135 0.461
```

Values from the calculation:
LUMO energy: 0.8 eV
Largest force on an atom: 0.507 eV Å⁻¹
SMILES: CCC=O.CCO
Energy: -9473.7023 eV
Energy above the lowest of the compared OMol25 structures with the same formula, charge and spin: 33.1 kcal per mole
Charge: 0
Orbital gap: 10.7 eV


# 2
Formula: C4H8N2O
Source: the OMol25 dataset
Level of theory: ωB97M-V/def2-TZVPD

```
15
Properties=species:S:1:pos:R:3:nbo_charge:R:1
C -1.008 -0.934 0.570 -0.617
C -0.212 0.027 -0.292 -0.029
C 1.235 -0.391 -0.476 0.677
N 2.001 -0.170 0.633 -0.824
O 1.661 -0.937 -1.475 -0.595
C -0.877 0.794 -1.357 -0.239
N -0.379 1.477 -0.157 -0.587
H -1.852 -0.427 1.049 0.210
H -1.401 -1.757 -0.034 0.230
H -0.381 -1.361 1.358 0.223
H 1.676 0.460 1.344 0.395
H 2.999 -0.253 0.526 0.401
H -0.351 1.022 -2.280 0.216
H -1.954 0.658 -1.456 0.192
H -1.153 1.691 0.468 0.348
```

Values from the calculation:
LUMO energy: 0.9 eV
Largest force on an atom: 0.349 eV Å⁻¹
SMILES: C[C@@]1(C(N)=O)CN1
Energy: -9304.9677 eV
Energy above the lowest of the compared OMol25 structures with the same formula, charge and spin: 32.9 kcal per mole
Charge: 0
Orbital gap: 10.6 eV


# 3
Formula: C6H9O3Pb
Source: the OMol25 dataset
Level of theory: ωB97M-V/def2-TZVPD

```
19
Properties=species:S:1:pos:R:3:nbo_charge:R:1
O 1.601 -0.514 -1.483 -0.370
Pb 2.640 0.461 2.179 1.541
C 1.746 0.247 0.138 -0.207
O -0.493 -0.223 1.306 -0.513
C 0.667 -0.968 -0.648 0.378
C 0.403 -2.430 -0.509 -0.704
H -0.136 -2.787 -1.396 0.312
H -0.224 -2.698 0.350 0.269
H 1.355 -2.971 -0.452 0.283
C -0.119 0.054 0.090 0.601
O 0.305 1.527 -0.241 -0.438
C 0.089 2.167 -1.500 -0.264
H -0.162 1.461 -2.296 0.220
H -0.715 2.871 -1.271 0.243
H 1.047 2.627 -1.761 0.235
C -1.777 0.227 1.785 -0.268
H -2.480 0.438 0.974 0.222
H -2.149 -0.621 2.363 0.242
H -1.598 1.132 2.372 0.219
```

Values from the calculation:
LUMO energy (spin up / spin down): -10.4 / -10.3 eV
Largest force on an atom: 5.059 eV Å⁻¹
Energy: -17731.1813 eV
Spin multiplicity: 2
Charge: +2
Orbital gap (spin up / spin down): 6.1 / 8.0 eV


# 4
Formula: C25H28IrN2OP2S
Source: the OMol25 dataset
Level of theory: ωB97M-V/def2-TZVPD

```
60
Properties=species:S:1:pos:R:3:nbo_charge:R:1
Ir -0.448 0.533 -0.811 0.465
C 3.161 1.048 -0.887 -0.962
P 1.739 -0.090 -1.024 1.175
C 2.185 -1.021 -2.506 -0.967
C 2.072 -1.170 0.413 -0.357
C 3.049 -2.156 0.457 -0.136
C 3.222 -2.905 1.611 -0.184
C 2.424 -2.672 2.725 -0.181
C 1.442 -1.694 2.686 -0.189
C 1.261 -0.947 1.528 -0.384
P -0.029 0.318 1.322 1.355
C -1.423 -0.139 2.368 -0.984
C 0.679 1.776 2.135 -0.976
H 4.058 0.437 -0.787 0.256
H 3.085 1.692 -0.013 0.241
H 3.260 1.664 -1.783 0.250
H 3.242 -1.287 -2.473 0.241
H 2.010 -0.397 -3.383 0.262
H 1.568 -1.911 -2.582 0.277
H 3.670 -2.360 -0.407 0.217
H 3.975 -3.681 1.639 0.233
H 2.558 -3.264 3.620 0.233
H 0.810 -1.540 3.553 0.222
H -1.127 -0.091 3.416 0.250
H -1.769 -1.139 2.111 0.269
H -2.242 0.561 2.197 0.273
H 1.027 1.480 3.125 0.255
H -0.069 2.564 2.232 0.256
H 1.517 2.168 1.562 0.248
O -2.378 0.927 -1.192 -0.760
C -3.194 1.934 -0.962 0.368
C -4.577 1.690 -1.033 -0.250
C -5.476 2.700 -0.793 -0.162
C -5.036 3.990 -0.474 -0.244
C -3.688 4.245 -0.415 -0.171
C -2.748 3.231 -0.662 -0.180
C -1.330 3.520 -0.696 0.403
N -0.310 2.664 -0.826 -0.543
C 0.845 3.429 -0.860 -0.095
C 0.530 4.737 -0.750 -0.063
N -0.837 4.776 -0.646 -0.500
H -4.896 0.685 -1.275 0.235
H -6.537 2.494 -0.848 0.226
H -5.748 4.779 -0.280 0.227
H -3.364 5.249 -0.165 0.194
H 1.814 2.992 -0.985 0.221
H 1.139 5.623 -0.754 0.241
H -1.398 5.608 -0.590 0.435
S -1.103 -1.560 -1.508 -0.076
C -0.291 -3.042 -0.965 -0.186
C 0.235 -3.878 -1.951 -0.241
C 0.755 -5.119 -1.614 -0.198
C 0.756 -5.541 -0.292 -0.232
C 0.229 -4.713 0.691 -0.141
C -0.294 -3.474 0.357 -0.248
H 0.223 -3.553 -2.984 0.223
H 1.153 -5.760 -2.389 0.224
H 1.146 -6.516 -0.032 0.223
H 0.206 -5.044 1.722 0.209
H -0.732 -2.850 1.126 0.203
```

Values from the calculation:
LUMO energy: -3.3 eV
Largest force on an atom: 1.492 eV Å⁻¹
Energy: -63657.4099 eV
Energy above the lowest of the compared OMol25 structures with the same formula, charge and spin: 1.6 kcal per mole
Charge: +1
Orbital gap: 6.9 eV


# 5
Formula: C29H27Cl2CrN6O3S
Source: the OMol25 dataset
Level of theory: ωB97M-V/def2-TZVPD

```
69
Properties=species:S:1:pos:R:3:nbo_charge:R:1
Cr 0.043 -1.065 -0.491 1.128
O -2.665 0.485 -1.201 -0.620
C -2.450 0.275 -0.012 0.634
N -1.684 -0.741 0.448 -0.690
C -1.638 -1.048 1.826 0.220
C -2.756 -1.116 2.644 -0.255
C -2.619 -1.414 3.993 -0.220
C -1.363 -1.672 4.521 -0.228
C -0.238 -1.657 3.705 -0.223
C -0.372 -1.359 2.353 0.071
N 0.648 -1.362 1.386 -0.665
C 1.948 -1.545 1.652 0.623
O 2.511 -1.677 2.734 -0.639
C 2.776 -1.563 0.384 0.143
C 4.146 -1.741 0.443 -0.213
C 4.869 -1.731 -0.738 -0.139
C 4.200 -1.530 -1.937 -0.249
C 2.828 -1.359 -1.915 0.073
N 2.129 -1.390 -0.778 -0.472
C -2.962 1.324 0.955 0.136
C -4.295 1.713 0.931 -0.229
C -4.697 2.736 1.769 -0.165
C -3.749 3.353 2.573 -0.266
C -2.436 2.916 2.495 0.046
N -2.040 1.918 1.709 -0.442
H -3.737 -0.942 2.220 0.213
H -3.496 -1.455 4.625 0.209
H -1.254 -1.908 5.571 0.210
H 0.740 -1.877 4.102 0.250
H 4.600 -1.879 1.414 0.256
H 5.941 -1.875 -0.726 0.224
H 4.726 -1.509 -2.880 0.230
H 2.257 -1.190 -2.819 0.229
H -4.983 1.213 0.263 0.234
H -5.731 3.053 1.795 0.218
H -4.017 4.158 3.243 0.220
H -1.663 3.385 3.095 0.189
Cl -0.288 -3.519 -0.606 0.142
C 0.265 -3.841 -2.239 0.029
C 0.762 -5.101 -2.502 -0.239
C 1.201 -5.388 -3.784 -0.220
C 1.138 -4.408 -4.760 -0.219
C 0.638 -3.153 -4.457 -0.043
Cl 0.614 -1.962 -5.717 0.015
C 0.173 -2.810 -3.177 -0.251
S -0.481 -1.233 -2.810 -0.158
H 0.802 -5.841 -1.715 0.230
H 1.593 -6.368 -4.019 0.223
H 1.480 -4.605 -5.766 0.230
C 1.667 4.036 0.492 -0.404
N 1.008 2.751 0.622 -0.423
C 1.274 1.997 1.839 -0.412
C 0.434 2.107 -0.417 0.845
O 0.375 0.860 -0.395 -0.678
N -0.059 2.837 -1.447 -0.443
C -0.365 2.150 -2.696 -0.417
C -0.840 4.039 -1.195 -0.407
H 2.703 3.942 0.826 0.204
H 1.179 4.801 1.101 0.196
H 1.669 4.356 -0.546 0.220
H 1.337 2.701 2.669 0.200
H 2.216 1.443 1.777 0.196
H 0.458 1.306 2.025 0.258
H 0.431 1.450 -2.940 0.221
H -0.424 2.902 -3.483 0.200
H -1.307 1.601 -2.635 0.241
H -0.852 4.269 -0.133 0.217
H -1.871 3.863 -1.511 0.215
H -0.446 4.895 -1.748 0.194
```

Values from the calculation:
LUMO energy (spin up / spin down): 0.1 / -0.1 eV
Largest force on an atom: 0.589 eV Å⁻¹
Energy: -109900.1730 eV
Energy above the lowest of the compared OMol25 structures with the same formula, charge and spin: 0.8 kcal per mole
Spin multiplicity: 4
Charge: 0
Orbital gap (spin up / spin down): 7.3 / 7.3 eV